This record from the OMol25 dataset describes a single C4HClN2O molecule at a distorted geometry. The level of theory is the ωB97M-V functional and the def2-TZVPD basis.

Geometry as ORCA input:
```
! wB97M-V def2-TZVPD RIJCOSX def2/J DEFGRID3
* xyz 0 1
O 1.7170 -0.2002 0.2115
N -3.0828 -0.5354 0.2536
C -0.5312 -0.1598 0.5309
C 0.2122 -0.7775 1.5536
C 0.5320 0.2391 -0.2225
N 1.5677 -0.7918 1.4073
H -0.3530 -1.2391 2.3410
Cl 0.4313 1.1475 -1.7020
C -1.8981 -0.5310 0.3504
*
```

Properties
**Energy relative to the best compared isomer or geometry (same formula, charge and spin)**: 92.16 kJ/mol
**Energy**: -21711.13518 eV
**Max |F|**: 4.8 eV Å⁻¹
**HOMO energy**: -10.47 eV
**LUMO**: -0.23 eV


This record from the OMol25 dataset describes C4HClNO2 as an isolated structure at a distorted geometry. The level of theory is the ωB97M-V functional and the def2-TZVPD basis.

Geometry as ORCA input:
```
! wB97M-V def2-TZVPD RIJCOSX def2/J DEFGRID3
* xyz -1 1
C 0.9438 -0.9016 -0.2084
C 3.5274 0.5846 0.3178
H -0.9068 -0.1890 -0.8723
C 1.8831 0.2968 0.2834
O 4.0818 0.7853 1.3195
C 0.0494 -0.0091 -0.4842
Cl 1.0327 -2.6316 -0.4114
N 0.8840 1.1083 -0.0084
O 3.7738 0.3881 -0.8629
*
```

Properties
**Energy relative to the best compared isomer or geometry (same formula, charge and spin)**: 118.04 kJ/mol
**Energy**: -22269.39272 eV
**Max |F|**: 5.6 eV Å⁻¹
**HOMO energy**: -4.26 eV
**LUMO**: 3.37 eV


This record from the OMol25 dataset describes a 2-piece molecular cluster, C4HF3 overall at a distorted geometry. The level of theory is the ωB97M-V functional and the def2-TZVPD basis.

Geometry as ORCA input:
```
! wB97M-V def2-TZVPD RIJCOSX def2/J DEFGRID3
* xyz 0 1
C 0.5346 -1.6430 0.2500
F 0.0672 -1.8855 1.4244
C -1.2789 0.8695 0.0239
F -2.0309 -0.0185 -0.3851
C -0.4732 1.7242 0.1593
H 0.3207 2.3831 0.5262
C 1.1606 -0.8873 -0.4570
F 1.6998 -0.5426 -1.5417
*
```

Properties
**Energy relative to the best compared isomer or geometry (same formula, charge and spin)**: 220.84 kJ/mol
**Energy**: -12309.14145 eV
**Max |F|**: 2.9 eV Å⁻¹
**HOMO energy**: -9.98 eV
**LUMO**: 0.29 eV


This record from the OMol25 dataset describes C4HLiO5Tl as an isolated structure at a distorted geometry. The level of theory is the ωB97M-V functional and the def2-TZVPD basis.

Geometry as ORCA input:
```
! wB97M-V def2-TZVPD RIJCOSX def2/J DEFGRID3
* xyz 2 2
Li 1.3042 0.4998 0.7830
Tl -1.2704 -3.3889 -0.8355
O 0.9812 -0.3026 2.6836
O 0.0122 -2.1575 -0.0079
C 0.5278 -0.3856 3.7213
O 0.6631 2.2390 0.2959
O 0.0833 -0.0630 -0.6819
C 0.0714 2.1994 -0.8225
C -0.3183 1.0127 -1.5205
O -1.4653 -1.5308 -1.4897
C -0.4600 -1.2733 -0.7823
H -0.1292 3.1507 -1.3437
*
```

Properties
**Energy**: -19276.25350 eV
**Max |F|**: 10.4 eV Å⁻¹
**HOMO energy (spin up / spin down)**: -18.72 / -18.72 eV
**LUMO (spin up / spin down)**: -11.26 / -12.33 eV


This record from the OMol25 dataset describes a single C4HNO molecule at a distorted geometry. The level of theory is the ωB97M-V functional and the def2-TZVPD basis.

Geometry as ORCA input:
```
! wB97M-V def2-TZVPD RIJCOSX def2/J DEFGRID3
* xyz 0 1
C 0.2368 0.0036 -0.5482
N 0.0128 -0.3726 3.1699
C 0.1850 0.0871 -1.9812
C 0.1366 -0.3224 2.0205
H 1.1762 -0.2267 -2.4925
C 0.1943 -0.1076 0.6154
O -0.7228 0.6088 -2.5421
*
```

Properties
**Energy relative to the best compared isomer or geometry (same formula, charge and spin)**: 17.24 kJ/mol
**Energy**: -7698.39089 eV
**Max |F|**: 5.2 eV Å⁻¹
**HOMO energy**: -11.37 eV
**LUMO**: -1.08 eV


This record from the OMol25 dataset describes a single C4HNO molecule at a distorted geometry. The level of theory is the ωB97M-V functional and the def2-TZVPD basis.

Geometry as ORCA input:
```
! wB97M-V def2-TZVPD RIJCOSX def2/J DEFGRID3
* xyz 0 1
O 1.7971 0.9544 -1.5114
N -0.7517 -1.1632 3.1665
C 0.6913 0.4723 -1.5346
C 0.0871 -0.0406 -0.3054
H 0.0972 0.3944 -2.4592
C -0.2627 -0.4247 0.7844
C -0.5597 -0.8354 2.0712
*
```

Properties
**Energy relative to the best compared isomer or geometry (same formula, charge and spin)**: 0.11 kJ/mol
**Energy**: -7698.56850 eV
**Max |F|**: 1.1 eV Å⁻¹
**HOMO energy**: -11.32 eV
**LUMO**: -1.24 eV


This record from the OMol25 dataset describes a single C4HNO2 molecule at a distorted geometry. The level of theory is the ωB97M-V functional and the def2-TZVPD basis.

Geometry as ORCA input:
```
! wB97M-V def2-TZVPD RIJCOSX def2/J DEFGRID3
* xyz 0 1
C 1.7327 0.4954 0.0299
C -3.0004 0.2884 0.1656
O 0.3832 -1.9211 -0.0638
O 2.8698 0.6277 0.0862
N -0.2634 -0.8486 -0.0918
C 0.4195 0.3441 -0.0442
H -0.2078 1.2297 -0.0713
C -1.9335 -0.2157 -0.0106
*
```

Properties
**Energy relative to the best compared isomer or geometry (same formula, charge and spin)**: 787.75 kJ/mol
**Energy**: -9738.52969 eV
**Max |F|**: 10.3 eV Å⁻¹
**HOMO energy (spin up / spin down)**: -9.53 / -9.53 eV
**LUMO (spin up / spin down)**: -2.88 / -2.88 eV


This record from the OMol25 dataset describes a 2-piece molecular cluster, C4HNO2 overall at a distorted geometry. The level of theory is the ωB97M-V functional and the def2-TZVPD basis.

Geometry as ORCA input:
```
! wB97M-V def2-TZVPD RIJCOSX def2/J DEFGRID3
* xyz 0 1
O -0.8638 -1.0422 1.1155
C 0.3544 1.0722 -0.1813
O -1.2421 0.3463 4.0163
H 0.6678 1.0724 -1.2495
C -1.5862 -0.8404 1.9978
N 0.1800 1.2310 2.3275
C 0.1365 1.1933 0.9999
C -0.5749 0.9940 3.2115
*
```

Properties
**Energy relative to the best compared isomer or geometry (same formula, charge and spin)**: 173.20 kJ/mol
**Energy**: -9744.89901 eV
**Max |F|**: 7.1 eV Å⁻¹
**HOMO energy**: -9.94 eV
**LUMO**: 0.41 eV


This record from the OMol25 dataset describes C4HO2Ru as an isolated structure at a distorted geometry. The level of theory is the ωB97M-V functional and the def2-TZVPD basis.

Geometry as ORCA input:
```
! wB97M-V def2-TZVPD RIJCOSX def2/J DEFGRID3
* xyz 1 7
H -0.6088 1.9232 -0.6669
O -0.7967 -1.2284 -1.0958
C 2.3562 -0.2091 1.8915
C 0.4934 0.5363 0.1356
O -0.2738 1.7236 0.2162
C 1.4583 0.1163 1.0877
Ru -2.3492 -2.5098 -1.0923
C -0.2792 -0.3522 -0.4760
*
```

Properties
**Energy**: -10820.84562 eV
**Max |F|**: 2.8 eV Å⁻¹
**HOMO energy (spin up / spin down)**: -11.38 / -13.70 eV
**LUMO (spin up / spin down)**: -5.34 / -6.94 eV


This record from the OMol25 dataset describes a 2-piece molecular cluster, C4N4O overall at a distorted geometry. The level of theory is the ωB97M-V functional and the def2-TZVPD basis.

Geometry as ORCA input:
```
! wB97M-V def2-TZVPD RIJCOSX def2/J DEFGRID3
* xyz 0 1
C 2.2721 1.1745 -0.9003
C -2.8876 0.7743 0.0582
O 2.8032 1.0187 0.0782
C 1.3726 -1.4410 0.3732
N -0.6053 -0.2456 -0.2241
C -1.6971 0.2223 -0.0011
N -3.9202 1.3299 0.0921
N 2.0971 -2.2899 0.7256
N 0.5652 -0.5432 -0.2018
*
```

Properties
**Energy relative to the best compared isomer or geometry (same formula, charge and spin)**: 60.06 kJ/mol
**Energy**: -12150.01332 eV
**Max |F|**: 7.0 eV Å⁻¹
**HOMO energy (spin up / spin down)**: -10.10 / -10.10 eV
**LUMO (spin up / spin down)**: -1.63 / -1.63 eV


This record from the OMol25 dataset describes C4OS7V as an isolated structure at a distorted geometry. The level of theory is the ωB97M-V functional and the def2-TZVPD basis.

Geometry as ORCA input:
```
! wB97M-V def2-TZVPD RIJCOSX def2/J DEFGRID3
* xyz -2 4
S 2.5723 2.0337 0.9436
S -2.3880 -5.1667 -1.6985
C 0.0596 1.6308 0.1582
V -0.7117 -1.4083 -0.2308
C 1.7518 3.5854 0.8173
S 1.4151 -0.7047 0.4209
S -0.2992 -3.6898 -0.1716
S 0.0828 3.3987 0.2915
O 2.2715 4.6489 1.0595
C -1.8434 -3.8050 -0.9274
S -1.3772 0.8264 -0.3105
S -2.7516 -2.3451 -0.8139
C 1.2182 0.9956 0.4616
*
```

Properties
**Energy**: -107733.63442 eV
**Max |F|**: 1.3 eV Å⁻¹
**HOMO energy (spin up / spin down)**: -0.63 / -1.18 eV
**LUMO (spin up / spin down)**: 4.85 / 4.85 eV


This record from the OMol25 dataset describes a 18-piece molecular cluster, C50H102N2O52 overall at a distorted geometry. The level of theory is the ωB97M-V functional and the def2-TZVPD basis.

Geometry as ORCA input:
```
! wB97M-V def2-TZVPD RIJCOSX def2/J DEFGRID3
* xyz 0 1
O -0.5418 2.0699 5.6350
H 9.1996 2.7533 7.1493
O 3.5714 -2.0076 2.5731
C 5.2465 1.4217 3.9189
O 5.9581 2.2446 4.7612
C -1.7079 -2.1082 -2.3549
H 6.6569 -1.4472 -2.2482
C 1.2785 -1.9406 5.1988
O -6.7244 -0.7059 3.9321
C -3.9943 -2.0972 -2.7533
H 2.7158 -3.2288 -1.5221
H 3.3924 5.7257 -5.2415
H -7.1351 -2.0406 -1.8671
H -4.1524 -5.0384 -1.6929
C 0.9927 4.6962 -6.1952
O 0.7538 -7.2485 -0.7287
C -5.9295 0.6264 0.0733
H -6.7431 -7.6455 3.6176
C -6.3441 -2.1734 -2.6053
H 2.0693 5.7364 -0.8356
H -10.6830 -0.5171 0.5504
H -2.6783 -4.7090 -0.6933
H -6.4135 1.5394 0.4200
C 3.3979 2.9259 -2.1449
H -3.5407 -6.2772 -0.7870
O 3.9924 4.5980 2.5220
C -5.6028 -4.6340 0.4801
O 2.0553 -2.3540 4.0620
C 4.3418 8.8949 2.2163
H 5.4538 -3.3139 -6.7044
H -7.3026 -0.6975 6.0020
H -3.0143 1.4838 -3.4590
H 8.1456 3.0729 -6.1955
O 4.6074 -2.4433 -5.0273
C 5.2702 1.5550 -6.2490
H 0.1761 2.0377 0.2402
H 4.3486 8.0743 2.9337
C -3.1607 3.1682 -1.3608
O 2.5223 7.6734 -0.5306
H -2.3404 0.7590 -1.9778
N -0.4905 -0.0332 0.5613
H 4.5983 -1.9669 0.8393
C 1.6144 6.7216 -0.9383
H -8.5614 -0.2744 4.8224
O 2.9585 -4.1017 -5.3753
C -1.7044 1.9337 5.7562
O -4.1713 2.5312 -1.0897
H -2.2868 2.4890 8.9562
H 3.6350 9.6218 2.6162
O 4.5036 2.0276 -2.3044
O -2.9699 -7.3336 3.6909
H 3.4354 5.3218 -6.9318
H 0.7083 -3.7644 1.1402
C -10.1532 -1.4473 0.3450
H 2.8236 2.6971 -3.0427
O -4.3223 -4.7487 0.3900
C -3.6533 -5.1943 -0.7365
H -10.5463 -1.8305 -0.5967
O 2.1868 3.8272 1.3424
O -5.0716 -6.4876 3.9752
H -2.1747 -4.6683 2.2793
H -0.8559 2.3033 -5.1145
C 2.6522 4.3497 2.3091
H 4.3709 1.8910 3.4704
H 2.8459 -7.2924 -0.6213
C 3.3420 4.8874 -5.9364
C -5.7057 -7.7341 3.9403
H -7.2442 -3.8952 3.2477
H -0.8108 2.6676 8.0170
H 5.3240 9.3621 2.2888
C -7.6572 -0.8611 4.9844
C -2.1225 1.9676 3.3700
O 3.8790 8.4513 0.9878
H -3.6310 6.2394 -0.5235
O 2.5826 -0.1651 3.3594
O 7.9695 1.2005 4.5838
H 2.4661 1.3471 -4.7231
H -1.1867 1.4939 3.0732
H 5.8711 1.0293 3.1163
O 7.6416 3.0345 5.8758
O 0.0217 3.7775 -5.9931
H 5.3795 -1.0714 2.0186
H 9.1245 4.3229 6.6054
O -3.4815 -5.0741 3.8965
H 1.2423 6.8236 -1.9577
H 0.7303 6.7777 -0.3032
H 2.7936 2.7646 -1.2522
H -1.1248 -2.4363 -1.4944
O 1.9881 7.3341 1.6741
C -5.4613 -1.1618 3.9847
O -5.0907 -1.9275 -1.9720
C -2.1870 1.5130 -2.7498
C 0.5470 4.4296 3.3478
C 2.5133 -3.6636 -2.5009
O 3.4708 -3.0841 -3.3415
H 1.8609 -1.2640 5.8243
H -5.6048 -8.1514 4.9422
H 0.6831 -2.6691 -6.4910
O -2.4071 1.9716 6.9517
C 2.6813 7.8225 0.7723
C 0.5221 1.0170 0.0779
H 4.4228 3.7820 0.6832
O 0.3065 -1.2873 -4.4575
O -2.9347 4.3732 -0.9450
C 0.3693 -1.6531 -6.7308
C 9.0403 3.3056 6.2232
H 0.6094 0.7293 -0.9698
H 7.2243 2.8743 -7.6325
H -10.5004 -2.1727 1.0808
H 5.5185 5.1260 1.1543
H 4.0744 4.0924 -5.7965
H -3.6824 5.2253 0.8832
O 1.9455 4.7045 3.4049
H -2.8567 1.4620 2.7428
H 1.4221 0.8576 0.6719
H 0.4493 3.3445 3.3148
C 5.7595 -1.0772 -1.7523
C 4.3741 -1.2719 1.6485
C 4.9534 4.2625 1.5052
C 7.3701 2.4488 -6.6396
O -4.9675 -1.0091 2.6841
H -3.9315 -2.7999 2.2737
C 3.5939 -3.3157 -4.6510
C -3.7595 -6.3873 3.8300
H -1.3485 -5.2411 3.6683
H -5.7238 0.7738 -0.9869
H 0.7043 2.6670 -4.3095
O -0.8178 -6.0383 0.5337
O -8.5248 0.6019 -0.6954
O 6.2341 2.3771 -5.8787
O -1.6635 0.1895 0.4811
O 5.5524 0.2710 -2.0795
C 0.1963 2.5441 -5.2661
O 3.4519 0.4049 -1.2291
C -3.8822 -1.7119 2.2318
H 5.7375 3.5683 1.8076
O -5.8579 -4.3286 1.7821
C -7.2011 -4.2259 2.2099
H 1.5402 -3.4073 -2.9198
H -1.3442 -1.1455 -2.7142
H -3.0050 -1.5813 2.8655
H 0.2789 -1.5821 4.9532
H 2.2185 -4.2750 1.8490
H 3.5086 -0.0498 -4.5268
H 5.9922 -1.1863 -0.6930
O -8.7165 -1.3448 0.4978
H -2.0976 3.0406 3.1798
H 3.7090 3.9688 -2.2053
H 3.9004 -0.4098 1.1789
H 2.9300 0.4892 -6.1840
H 2.1598 -8.3610 -1.7344
H 0.6151 -4.7945 2.4736
C -2.2054 -4.6379 3.3684
H 1.1036 -2.8228 5.8146
H 0.1504 4.7962 4.2946
O 4.3343 1.6874 -5.2901
H 2.2176 -6.7091 -2.2379
H -1.6882 -2.7704 -3.2205
H -6.3853 -3.2240 -2.8927
O 2.1786 4.1577 -5.8214
H -4.9284 0.5179 0.4904
H -7.8338 -3.5839 1.5971
C 1.2190 -4.6194 1.5833
H 4.8938 -1.7040 -1.9661
H 5.7011 -1.5550 -6.6310
H 7.8208 1.4585 -6.5754
O -4.9260 -1.6128 4.9895
H 4.1455 -2.3306 -7.0382
O -0.0428 -1.0611 1.0756
H -8.0633 -1.8663 5.0971
O -6.8038 -0.4987 0.2347
O -1.4023 -0.6615 -5.5121
H -7.7271 -5.1764 2.2996
H -4.8747 4.9719 -0.3852
N -0.2881 -1.1681 -5.4728
O 5.2058 0.7276 -7.1852
C 7.2689 2.0794 5.0112
H -5.0486 -8.3614 3.3380
O -6.4542 -4.8917 -0.3770
H -1.3094 1.0835 8.4818
O -3.8801 -2.4071 -3.9562
C -1.6970 2.0477 8.1527
C 3.2718 0.7813 -5.1910
H -0.4143 -1.7238 -7.4852
C 0.3412 -6.3251 0.2087
C -8.0370 -0.3204 0.0001
C 2.0510 -7.3411 -1.3655
H 1.2383 -1.0140 -6.8868
O -2.5613 1.7650 4.7479
O 0.7443 5.8169 -6.6411
C 4.4380 0.8385 -1.8669
H 4.8671 0.5622 4.4714
H -2.0195 -3.6197 3.7100
H -6.5227 -1.5216 -3.4604
O -2.0796 2.7770 -2.0749
C 2.6890 -1.4034 3.3641
H 2.6165 -4.7417 -2.6237
H 0.7518 1.8022 -5.8398
H -3.7605 -1.3521 1.2101
C -3.8299 5.2187 -0.1967
H -1.2581 1.1775 -3.2108
O -3.0027 -1.9542 -1.8643
H 9.6740 3.0018 5.3900
C 5.0174 -2.3675 -6.3850
H -0.0688 4.9110 2.5881
O 1.3993 -5.7357 0.7639
*
```

Properties
**Energy**: -162942.95212 eV
**Max |F|**: 5.6 eV Å⁻¹
**HOMO energy**: -9.94 eV
**LUMO**: -0.04 eV